Arrangement one

17
Properties=species:S:1:pos:R:3:mulliken_charge:R:1 method="wB97M-V/def2-TZVPD" total_charge=0 orbital_gap_ha=0.356 lumo_ev=0.50 multiplicity=1 homo_energy_ev=-9.17
C -2.37 1.05 0.12 -0.3339
C -2.91 -0.16 -0.11 -0.2790
C -2.17 -1.34 -0.16 -0.2182
C -0.28 -0.09 -0.09 0.5551
C -0.93 1.15 0.07 -0.6439
C 1.25 -0.04 -0.05 0.4161
C 3.21 0.55 -0.17 -0.3203
C 3.26 -0.68 0.11 -0.0442
H -3.02 1.82 0.25 0.4863
H -4.22 -0.20 0.12 0.1449
H -2.60 -2.35 -0.13 0.3980
H -0.48 2.07 0.11 0.5097
H 4.18 1.23 -0.10 0.2525
H 3.99 -1.68 0.33 0.2815
N -0.74 -1.26 -0.15 -0.4271
N 1.93 1.05 -0.27 -0.4889
O 1.92 -1.14 0.12 -0.2887

---

Arrangement two

17
Properties=species:S:1:pos:R:3:mulliken_charge:R:1 method="wB97M-V/def2-TZVPD" total_charge=0 smiles="O=c1[nH]ncc2ccccc12" orbital_gap_ha=0.331 lumo_ev=0.09 multiplicity=1 homo_energy_ev=-8.91
O 2.22 1.57 -1.32 -0.6848
C 1.08 1.37 -0.88 0.3681
N 0.18 2.38 -1.01 0.3739
N -1.08 2.48 -0.64 -0.9747
C -1.54 1.39 -0.10 -0.4836
C -0.75 0.16 0.16 0.7793
C -1.26 -1.03 0.77 -0.6583
C -0.43 -2.07 1.05 -0.3348
C 0.89 -2.12 0.56 -0.5310
C 1.36 -1.01 -0.10 -0.2110
C 0.63 0.16 -0.23 0.2608
H 0.45 3.26 -1.41 0.2769
H -2.56 1.40 0.24 0.3941
H -2.31 -1.03 1.09 0.3321
H -0.75 -2.93 1.60 0.3974
H 1.46 -3.07 0.72 0.3417
H 2.41 -0.90 -0.51 0.3537

---

It is arrangement two that is the most stable of them.

---

Arrangement one

58
Properties=species:S:1:pos:R:3:mulliken_charge:R:1 method="wB97M-V/def2-TZVPD" total_charge=+1 orbital_gap_ha=0.252 lumo_ev=-3.23 multiplicity=1 homo_energy_ev=-10.10
Zn 1.70 0.85 1.24 0.5844
F 0.39 0.07 -0.06 0.6243
C 1.42 -3.17 -0.73 0.6114
O 2.39 -2.84 -0.07 -0.6760
N 0.53 -2.25 -1.19 -0.1006
N 1.06 -4.48 -0.94 -0.4005
H -0.25 -2.41 -1.79 0.1109
H 0.85 -1.33 -0.88 -0.1991
H 0.13 -4.71 -1.24 0.1630
H 1.60 -5.19 -0.49 0.2257
C 1.34 0.48 -4.55 0.4408
O 2.39 0.34 -5.19 -0.6655
N 0.14 0.81 -5.10 -0.2878
N 1.34 0.30 -3.20 -0.1984
H 0.16 1.11 -6.05 0.1973
H -0.72 0.59 -4.64 0.1872
H 2.15 -0.04 -2.73 0.1471
H 0.57 0.56 -2.62 0.2140
C -2.30 -1.18 0.94 0.4498
O -2.86 -0.14 1.27 -0.6102
N -3.02 -2.21 0.37 -0.4080
N -1.00 -1.48 1.19 0.0821
H -2.44 -2.87 -0.11 0.1658
H -4.00 -2.05 0.20 0.2565
H -0.39 -0.68 1.32 -0.3501
H -0.60 -2.33 0.84 0.2057
C -2.29 1.11 -2.43 0.2579
O -3.00 1.49 -3.33 -0.6273
N -1.81 -0.19 -2.32 0.0649
N -1.69 1.84 -1.43 -0.0777
H -2.18 -0.91 -2.91 0.2107
H -1.46 -0.42 -1.40 -0.3345
H -1.85 2.83 -1.41 0.2407
H -0.94 1.42 -0.90 -0.3157
C -1.01 1.43 2.81 0.6360
O 0.18 1.47 2.43 -0.4454
N -1.37 1.68 4.09 -0.4653
N -2.03 1.26 1.95 -0.0434
H -2.31 1.49 4.38 0.1515
H -0.63 1.95 4.72 0.2689
H -2.94 1.46 2.34 0.2030
H -2.00 1.14 0.96 0.1683
C 1.90 -1.94 2.95 0.5104
O 1.66 -1.03 2.13 -0.4508
N 2.85 -2.88 2.73 -0.3725
N 1.19 -2.07 4.08 -0.3786
H 3.28 -3.07 1.84 0.2780
H 2.91 -3.58 3.45 0.1561
H 1.30 -2.91 4.61 0.1829
H 0.49 -1.38 4.30 0.1971
C 1.49 3.80 0.17 0.6220
O 1.78 2.60 0.37 -0.5233
N 0.52 4.11 -0.71 -0.3007
N 2.18 4.81 0.72 -0.4211
H 0.17 3.31 -1.21 0.2028
H 0.20 5.05 -0.78 0.2125
H 2.74 4.59 1.52 0.2365
H 2.12 5.78 0.48 0.1866

---

Arrangement two

58
Properties=species:S:1:pos:R:3:mulliken_charge:R:1 method="wB97M-V/def2-TZVPD" total_charge=+1 orbital_gap_ha=0.347 lumo_ev=-2.51 multiplicity=1 homo_energy_ev=-11.95
Zn -0.74 -1.39 -0.27 1.0238
F 0.13 0.34 0.28 0.6443
C -1.23 2.41 3.01 0.4942
O -1.84 2.95 3.91 -0.6440
N -1.82 1.91 1.88 -0.2282
N 0.14 2.30 3.01 -0.2584
H -2.82 1.85 1.85 0.1865
H -1.27 1.49 1.14 -0.0754
H 0.64 1.86 2.25 0.0456
H 0.59 2.43 3.90 0.2048
C -2.48 0.28 -2.25 0.6812
O -1.98 -0.71 -1.68 -0.5694
N -2.67 1.45 -1.61 -0.3896
N -2.86 0.20 -3.54 -0.4583
H -2.35 1.53 -0.66 0.0963
H -3.07 2.24 -2.07 0.2639
H -3.25 0.98 -4.02 0.1586
H -2.65 -0.64 -4.06 0.2463
C 1.68 -1.89 -2.44 0.5792
O 0.80 -1.75 -1.56 -0.6364
N 1.86 -0.96 -3.39 -0.3478
N 2.28 -3.10 -2.58 -0.4851
H 1.24 -0.15 -3.33 0.1537
H 2.62 -1.02 -4.04 0.2151
H 1.95 -3.80 -1.93 0.2280
H 3.08 -3.20 -3.17 0.1917
C 1.19 -2.33 1.92 0.8649
O 0.40 -2.58 1.00 -0.7070
N 1.97 -3.30 2.46 -0.4461
N 1.29 -1.10 2.47 -0.2787
H 1.75 -4.24 2.20 0.2618
H 2.72 -3.11 3.11 0.1585
H 2.02 -0.89 3.12 0.2250
H 0.70 -0.34 2.18 -0.0368
C 3.74 0.99 0.54 0.3442
O 4.92 1.17 0.74 -0.6674
N 3.22 -0.17 0.05 -0.0634
N 2.79 1.97 0.74 -0.1130
H 3.89 -0.89 -0.16 0.1737
H 2.24 -0.43 0.04 -0.1159
H 3.11 2.82 1.16 0.2218
H 1.80 1.82 0.61 -0.0079
C 0.76 2.61 -2.72 0.4735
O 1.40 3.19 -3.58 -0.6821
N -0.55 2.91 -2.43 -0.2395
N 1.27 1.52 -2.05 -0.0824
H -0.92 3.62 -3.03 0.2219
H -1.08 2.38 -1.76 0.2485
H 0.66 1.10 -1.36 -0.3810
H 2.25 1.44 -1.86 0.2639
C -3.13 -1.56 1.86 0.4527
O -2.29 -1.18 1.03 -0.4328
N -3.92 -2.65 1.69 -0.4021
N -3.30 -0.88 3.02 -0.3833
H -4.40 -3.06 2.47 0.1715
H -4.23 -2.94 0.78 0.2265
H -2.56 -0.22 3.22 0.1486
H -3.69 -1.28 3.86 0.2620

---

It is arrangement two that is the most stable of them.

---

Arrangement one

22
Properties=species:S:1:pos:R:3:mulliken_spin:R:1 method="wB97M-V/def2-TZVPD" total_charge=+1 orbital_gap_ha="0.437 / 0.192" lumo_ev="-2.87 / -9.53" multiplicity=2 homo_energy_ev="-14.75 / -14.75"
C -1.61 -2.61 -0.83 0.0002
C -2.27 -1.27 -1.05 0.0002
H -2.25 -3.38 -1.22 0.0000
H -0.67 -2.69 -1.38 0.0000
H -1.52 -2.84 0.24 0.0000
H -2.33 -0.94 -2.10 0.0000
H -1.76 -0.37 -0.68 0.0024
H -3.32 -1.16 -0.80 -0.0001
C 1.07 0.57 0.48 0.2074
C 2.43 1.10 0.80 0.0645
C 0.04 0.62 1.53 0.0726
C 0.61 1.71 -0.82 0.4176
H 1.13 -0.35 -0.10 0.0181
H 2.43 2.18 0.91 0.0290
H 3.19 0.78 0.10 -0.0008
H -0.66 1.45 1.26 0.0580
H -0.61 -0.25 1.54 0.0072
H 0.45 0.81 2.51 0.0200
H 1.33 1.37 -1.57 0.0231
H -0.43 1.51 -1.05 0.0183
H 0.84 2.72 -0.51 0.0112
H 2.71 0.73 1.79 0.0510

---

Arrangement two

22
Properties=species:S:1:pos:R:3:mulliken_spin:R:1 method="wB97M-V/def2-TZVPD" total_charge=+1 orbital_gap_ha="0.481 / 0.134" lumo_ev="-2.62 / -10.85" multiplicity=2 homo_energy_ev="-15.70 / -14.51"
C -0.28 -1.54 -1.93 0.0403
C 0.33 -0.50 -2.91 0.0347
C 0.52 -1.64 -0.62 0.1171
H -0.16 -2.52 -2.48 0.0959
H -1.41 -1.52 -1.78 0.0178
H -0.34 -0.57 -3.78 -0.0016
H 0.29 0.48 -2.45 0.0238
H 1.50 -2.11 -0.70 0.0416
H 1.43 -0.67 -3.12 0.0054
H -0.13 -2.07 0.20 -0.0042
H 0.82 -0.66 -0.17 0.0319
C -0.64 1.56 1.62 0.0619
C 0.84 1.89 1.53 0.1226
C -0.87 0.23 2.26 0.0355
H -1.10 2.42 2.32 0.1796
H -1.12 1.60 0.64 0.0117
H 1.14 1.30 0.62 0.0918
H 1.44 1.69 2.40 -0.0057
H -0.41 -0.65 1.70 0.0614
H -0.40 0.25 3.24 0.0052
H 0.98 2.92 1.09 0.0206
H -1.90 0.07 2.56 0.0126

---

It is arrangement one that is the most stable of them.